8 unconnected molecules or ions with the total composition C20H24F4N4O12. Source: the Open Molecules 2025 dataset; level of theory: the ωB97M-V functional and the def2-TZVPD basis.

Each line ends with the Löwdin charge.
CARTESIAN COORDINATES (ANGSTROEM)
C1 -2.075 9.356 0.858  -0.09
C2 -1.545 7.908 0.739  -0.41
O1 -0.171 8.111 0.646  0.12
C3 0.020 9.332 0.002  -0.47
O2 1.012 9.691 -0.610  0.16
O3 -1.160 9.967 0.037  0.08
F1 -1.985 7.397 -0.338  0.15
H1 -2.249 9.750 1.859  0.14
H2 -3.089 9.414 0.462  0.14
H3 -1.764 7.243 1.575  0.17
C4 -0.482 -0.028 0.901  -0.08
C5 -0.977 0.323 -0.450  -0.41
O4 -0.321 -0.589 -1.274  0.15
C6 -0.032 -1.693 -0.482  -0.48
O5 0.488 -2.780 -0.780  0.13
O6 -0.373 -1.424 0.766  0.09
F2 -0.665 1.555 -0.743  0.13
H4 -1.194 0.165 1.704  0.15
H5 0.458 0.469 1.143  0.15
H6 -2.047 0.242 -0.262  0.18
C7 5.163 -5.804 2.596  -0.06
C8 5.245 -7.026 3.467  -0.36
O7 6.202 -7.756 2.919  0.18
C9 6.817 -7.073 1.936  -0.58
O8 7.752 -7.447 1.315  0.19
O9 6.343 -5.854 1.836  0.10
F3 4.028 -7.661 3.330  0.05
H7 5.072 -4.905 3.206  0.14
H8 4.404 -5.804 1.814  0.15
H9 5.462 -6.796 4.510  0.18
C10 0.027 -0.677 -6.767  -0.10
C11 -0.542 -2.088 -6.650  -0.29
O10 0.518 -3.022 -6.945  0.16
C12 1.480 -2.251 -7.514  -0.47
O11 2.482 -2.654 -8.165  0.10
O12 1.177 -0.942 -7.458  0.08
F4 -1.545 -2.262 -7.533  0.08
H10 0.239 -0.247 -5.788  0.14
H11 -0.588 0.094 -7.231  0.15
H12 -0.996 -2.124 -5.660  0.16
C13 5.962 -1.000 -1.789  -0.06
C14 5.429 -0.102 -0.678  -0.25
N1 5.014 0.565 0.193  0.09
H13 5.149 -1.349 -2.426  0.07
H14 6.608 -1.747 -1.328  0.08
H15 6.536 -0.365 -2.465  0.07
C15 2.632 -0.862 6.698  -0.08
C16 3.118 -2.035 7.399  -0.29
N2 3.497 -3.044 7.898  0.11
H16 1.856 -0.340 7.258  0.08
H17 2.345 -1.061 5.665  0.09
H18 3.517 -0.236 6.811  0.08
C17 -9.472 -1.229 -1.609  -0.08
C18 -8.120 -1.468 -1.224  -0.31
N3 -7.003 -1.651 -0.899  0.12
H19 -9.465 -0.336 -2.235  0.09
H20 -10.062 -1.067 -0.706  0.09
H21 -9.830 -2.210 -1.918  0.09
C19 -6.722 2.848 1.757  -0.09
C20 -5.695 2.967 2.763  -0.28
N4 -4.805 3.165 3.478  0.12
H22 -7.094 3.772 1.314  0.08
H23 -7.631 2.404 2.163  0.08
H24 -6.353 2.274 0.907  0.08

relative energy (zero: lowest compared OMol25 entry of this formula, charge and spin): 69.56 kcal per mole
maximum force: 5.69 eV/Å
total charge: 0
SMILES string: O=C1OC[C@@H](F)O1.O=C1OC[C@@H](F)O1.O=C1OC[C@@H](F)O1.O=C1OC[C@@H](F)O1.CC#N.CC#N.CC#N.CC#N
gap between HOMO and LUMO: 10.986 eV
HOMO: -11.09 eV
spin multiplicity: 1

C20H24FN3O3 in the gas phase. Source: the Open Molecules 2025 dataset; level of theory: the ωB97M-V functional and the def2-TZVPD basis.

Each line ends with the Löwdin charge.
CARTESIAN COORDINATES (ANGSTROEM)
C1 4.155 -3.451 -4.034  -0.06
H1 4.817 -3.724 -4.851  0.08
H2 3.135 -3.419 -4.411  0.08
H3 4.428 -2.458 -3.685  0.08
C2 4.274 -4.472 -2.900  -0.37
C3 3.332 -4.120 -1.799  -0.29
N1 2.360 -4.918 -1.441  0.11
O1 1.685 -4.321 -0.430  0.01
C4 2.259 -3.135 -0.158  -0.24
C5 3.314 -2.945 -1.001  0.06
H4 3.970 -2.101 -1.039  0.12
C6 1.652 -2.269 0.895  -0.08
N2 0.893 -1.185 0.303  0.08
C7 1.389 0.071 0.218  -0.47
O2 2.454 0.389 0.698  0.08
C8 0.448 1.053 -0.479  -0.19
C9 -0.669 1.442 0.506  -0.10
N3 -1.536 2.408 -0.120  -0.04
C10 -1.005 3.528 -0.666  -0.46
O3 -1.675 4.377 -1.218  0.06
C11 0.497 3.603 -0.497  -0.08
C12 1.192 2.312 -0.947  -0.12
H5 2.203 2.292 -0.534  0.11
H6 1.271 2.308 -2.034  0.12
H7 0.705 3.786 0.560  0.13
H8 0.869 4.454 -1.067  0.12
C13 -2.962 2.157 -0.183  -0.08
C14 -3.594 2.322 1.173  -0.13
C15 -3.891 1.232 1.979  -0.23
C16 -4.444 1.366 3.238  -0.01
C17 -4.700 2.637 3.720  -0.08
C18 -4.403 3.746 2.945  -0.08
C19 -3.855 3.588 1.684  -0.02
H9 -3.621 4.448 1.075  0.12
H10 -4.601 4.737 3.323  0.10
H11 -5.131 2.759 4.702  0.10
H12 -4.662 0.484 3.820  0.12
F1 -3.630 -0.018 1.517  0.05
H13 -3.373 2.894 -0.878  0.13
H14 -3.139 1.149 -0.571  0.13
H15 -1.258 0.567 0.784  0.12
H16 -0.220 1.853 1.418  0.15
H17 -0.018 0.550 -1.334  0.15
H18 0.044 -1.429 -0.182  0.15
H19 2.440 -1.804 1.493  0.13
H20 0.999 -2.872 1.531  0.13
C20 5.706 -4.531 -2.366  -0.06
H21 6.014 -3.558 -1.989  0.08
H22 6.388 -4.824 -3.160  0.08
H23 5.782 -5.256 -1.559  0.08
H24 3.986 -5.459 -3.272  0.14

relative energy (zero: lowest compared OMol25 entry of this formula, charge and spin): 37.58 kcal per mole
maximum force: 1.24 eV/Å
total charge: 0
SMILES string: CC(C)c1cc(CNC(=O)[C@@H]2CCC(=O)N(Cc3ccccc3F)C2)on1
gap between HOMO and LUMO: 9.724 eV
HOMO: -9.24 eV
spin multiplicity: 1

C20H24N2O2 in the gas phase. Source: the Open Molecules 2025 dataset; level of theory: the ωB97M-V functional and the def2-TZVPD basis.

Each line ends with the Löwdin charge.
CARTESIAN COORDINATES (ANGSTROEM)
C1 -3.886 -1.759 0.881  -0.10
O1 -3.951 -0.485 1.488  -0.19
C2 -4.927 0.372 0.958  -0.22
C3 -4.617 0.864 -0.470  -0.15
N1 -3.267 1.357 -0.568  0.08
C4 -2.281 0.609 -1.124  -0.45
O2 -2.517 -0.388 -1.785  0.05
C5 -0.895 1.100 -0.905  -0.13
C6 0.057 0.835 -1.885  0.00
C7 1.380 1.167 -1.685  -0.03
C8 1.793 1.747 -0.490  -0.20
C9 0.832 2.062 0.462  -0.05
C10 -0.497 1.738 0.266  -0.02
H1 -1.209 1.941 1.054  0.11
H2 1.132 2.554 1.378  0.12
C11 3.262 1.939 -0.199  -0.13
N2 3.942 0.791 0.381  -0.16
C12 3.609 0.449 1.745  -0.17
C13 2.293 -0.332 1.942  -0.11
C14 1.858 -1.095 0.720  -0.18
C15 0.616 -1.718 0.709  -0.03
C16 0.187 -2.428 -0.395  -0.08
C17 1.006 -2.529 -1.507  -0.08
C18 2.234 -1.896 -1.514  -0.05
C19 2.662 -1.166 -0.413  -0.18
C20 3.963 -0.404 -0.440  -0.13
H3 4.221 -0.126 -1.465  0.12
H4 4.771 -1.042 -0.058  0.13
H5 2.868 -1.954 -2.388  0.11
H6 0.678 -3.086 -2.372  0.10
H7 -0.786 -2.894 -0.394  0.10
H8 -0.021 -1.636 1.580  0.12
H9 2.420 -1.036 2.770  0.12
H10 1.484 0.345 2.226  0.10
H11 3.590 1.368 2.336  0.12
H12 4.443 -0.161 2.112  0.12
H13 3.400 2.772 0.497  0.12
H14 3.791 2.179 -1.128  0.12
H15 2.106 0.956 -2.456  0.12
H16 -0.261 0.348 -2.794  0.12
H17 -3.016 2.126 0.033  0.13
H18 -4.700 0.043 -1.186  0.12
H19 -5.328 1.650 -0.739  0.12
H20 -4.950 1.226 1.643  0.12
H21 -5.916 -0.111 0.960  0.12
H22 -3.500 -1.707 -0.141  0.07
H23 -3.204 -2.346 1.492  0.09
H24 -4.873 -2.237 0.873  0.09

relative energy (zero: lowest compared OMol25 entry of this formula, charge and spin): 41.70 kcal per mole
maximum force: 0.44 eV/Å
total charge: 0
SMILES string: COCCNC(=O)c1ccc(CN2CCc3ccccc3C2)cc1
gap between HOMO and LUMO: 9.095 eV
HOMO: -8.33 eV
spin multiplicity: 1

A molecular structure, C20H24N4NiS. Source: the Open Molecules 2025 dataset; level of theory: the ωB97M-V functional and the def2-TZVPD basis.

Each line ends with the Löwdin spin population.
CARTESIAN COORDINATES (ANGSTROEM)
Ni1 0.269 -0.106 -0.314  1.70
C1 1.507 -0.688 2.256  0.00
N1 0.275 -0.041 1.776  0.07
C2 0.272 1.413 2.057  0.00
C3 -0.754 2.088 1.182  0.00
C4 -1.422 3.231 1.574  0.00
C5 -2.366 3.778 0.719  0.00
C6 -2.632 3.144 -0.486  0.00
C7 -1.922 2.005 -0.804  0.00
N2 -0.982 1.492 -0.001  0.05
C8 -0.945 -0.704 2.289  0.00
C9 -1.603 -1.605 1.264  0.00
C10 -2.624 -2.461 1.641  0.00
C11 -3.242 -3.238 0.678  0.00
C12 -2.817 -3.141 -0.641  0.00
C13 -1.791 -2.272 -0.937  0.00
N3 -1.189 -1.515 -0.007  0.05
C14 2.667 -0.380 1.346  0.01
C15 3.965 -0.404 1.816  0.00
C16 5.004 -0.167 0.929  0.00
C17 4.707 0.097 -0.398  0.00
C18 3.385 0.111 -0.791  0.00
N4 2.374 -0.128 0.060  0.03
H1 1.337 -1.767 2.259  0.00
H2 1.732 -0.392 3.284  0.00
H3 1.271 1.801 1.843  0.00
H4 0.063 1.612 3.112  0.00
H5 -1.215 3.680 2.536  0.00
H6 -2.901 4.676 0.996  0.00
H7 -3.381 3.520 -1.167  0.00
H8 -2.109 1.464 -1.722  0.00
H9 -1.661 0.058 2.602  0.00
H10 -0.705 -1.284 3.182  0.00
H11 -2.928 -2.513 2.678  0.00
H12 -4.042 -3.914 0.951  0.00
H13 -3.269 -3.731 -1.425  0.00
H14 -1.422 -2.166 -1.947  0.00
H15 4.156 -0.604 2.862  0.00
H16 6.030 -0.181 1.273  0.00
H17 5.482 0.298 -1.123  0.00
H18 3.110 0.319 -1.815  0.00
C19 0.396 -1.502 -3.716  0.01
S1 0.602 -0.006 -2.732  0.04
C20 -0.318 1.196 -3.706  0.01
H19 -0.655 -1.670 -3.946  0.00
H20 0.793 -2.341 -3.148  0.00
H21 0.964 -1.395 -4.637  0.00
H22 0.185 1.321 -4.662  0.00
H23 -0.304 2.144 -3.173  0.00
H24 -1.345 0.869 -3.863  0.00

relative energy (zero: lowest compared OMol25 entry of this formula, charge and spin): 0.00 kcal per mole
maximum force: 0.26 eV/Å
<S²>: 2.0052
total charge: +2
gap between HOMO and LUMO (alpha / beta): 9.705 / 9.141 eV
HOMO (alpha / beta): -15.17 / -15.56 eV
spin multiplicity: 3